[1]
DFT (ωB97M-V/def2-TZVPD) results for C14H32N4OP2RuS as an isolated structure in a non-equilibrium geometry.

Its net charge is +2. The calculation puts the energy above the lowest of the compared OMol25 structures with the same formula, charge and spin at 0.0 kJ/mol. The energy is -2021.885813 Ha. Its spin multiplicity is 7. The HOMO energy (alpha / beta) is -11.77 / -14.65 eV.

Element x y z (Å)
Ru1 0.5852 0.3745 -0.2912
P1 1.9028 -1.3534 -0.8786
P2 -1.0996 0.7678 -1.7634
N1 2.1366 0.9000 0.9086
N2 0.1313 2.3609 0.3020
H1 2.8743 2.4385 2.0359
H2 0.1182 3.0887 2.2954
H3 1.6163 1.5129 2.9032
C1 1.9148 1.9129 1.9141
H4 1.2701 3.8479 1.1852
C2 0.8211 2.8842 1.4709
H5 4.1915 0.7173 1.3521
H6 -1.0402 4.0561 0.0091
C3 3.4680 0.6020 0.5152
C4 -0.8264 3.0300 -0.3353
H7 3.6939 -1.5007 0.6767
C5 3.5359 -0.7768 -0.1437
H8 4.3110 -0.8534 -0.9146
H9 -0.8699 0.7675 -3.1606
H10 -2.3082 0.0293 -1.6456
H11 2.1980 -1.6736 -2.2347
H12 1.7123 -2.6047 -0.2232
O1 1.7577 1.0549 -2.1127
C6 2.5695 1.9028 -2.5895
C7 3.9478 1.4250 -2.9131
C8 2.3488 3.3649 -2.4345
H13 4.0078 1.4166 0.0110
H14 4.2731 0.6114 -2.2330
H15 4.0339 1.0378 -3.9464
H16 4.6392 2.2642 -2.8199
H17 1.6380 3.5794 -1.6195
H18 3.3038 3.8289 -2.1416
H19 1.9758 3.8411 -3.3842
C9 -1.5151 2.4375 -1.3818
H20 -2.2552 2.9989 -1.9445
C10 -5.1920 -1.5082 2.1514
C11 -4.2206 -1.3953 1.0060
N3 -2.9263 -0.8495 1.4390
C12 -1.7322 -1.3678 1.2036
S1 -0.3734 -0.3703 1.6095
N4 -1.6147 -2.6180 0.6558
C13 -2.1230 -3.7680 1.4531
C14 -2.4370 -4.9470 0.5656
H21 -4.7519 -2.0465 2.9922
H22 -6.1038 -2.0146 1.8304
H23 -5.4916 -0.5239 2.5177
H24 -4.0269 -2.3550 0.5221
H25 -4.5815 -0.6834 0.2647
H26 -2.9260 0.0954 1.8260
H27 -0.6743 -2.7924 0.2935
H28 -1.3490 -4.0289 2.1908
H29 -3.0055 -3.4167 1.9905
H30 -1.5273 -5.3009 0.0758
H31 -2.8800 -5.7406 1.1795
H32 -3.1250 -4.6600 -0.2350

[2]
DFT (ωB97M-V/def2-TZVPD) results for a 6-piece molecular cluster, C14H32O10S4 overall in a non-equilibrium geometry.

The calculation puts the energy above the lowest of the compared OMol25 structures with the same formula, charge and spin at 0.0 kJ/mol. The energy is -2897.663162 Ha. The HOMO energy is -8.73 eV.

Element x y z (Å)
C1 1.5675 -3.9320 -1.0413
C2 2.1033 -5.3721 -0.9171
O1 1.4887 -6.0301 -2.0284
C3 0.4361 -5.2929 -2.4763
O2 -0.3080 -5.6253 -3.3338
O3 0.3549 -4.1427 -1.7765
H1 2.2578 -3.3204 -1.6175
H2 1.2368 -3.4836 -0.1108
H3 1.9316 -5.8602 0.0411
H4 3.1733 -5.4180 -1.1221
C4 0.2629 0.2330 0.5657
C5 1.4768 -0.3660 1.2818
O4 2.5584 0.4859 0.8666
C6 2.1006 1.4989 0.1043
O5 2.7889 2.3417 -0.3741
O6 0.7697 1.4152 -0.0616
H5 -0.5430 0.5058 1.2431
H6 -0.1080 -0.4366 -0.2113
H7 1.7542 -1.3682 0.9713
H8 1.3879 -0.3029 2.3650
C7 6.4656 5.9371 0.7592
S1 6.7554 4.3604 1.5661
O7 7.3204 4.6493 2.9059
C8 4.9993 3.9752 1.7798
H9 5.9495 6.6486 1.4073
H10 5.8572 5.8048 -0.1365
H11 7.4163 6.3755 0.4591
H12 4.8053 2.9173 1.9271
H13 4.5081 4.2426 0.8435
H14 4.6406 4.6129 2.5862
C9 -1.8855 -2.1490 -4.1954
S2 -1.3230 -0.7338 -3.2435
O8 -0.1416 -1.2845 -2.5089
C10 -0.8718 0.3686 -4.5722
H15 -2.4020 -1.8464 -5.1089
H16 -2.6099 -2.6868 -3.5860
H17 -0.9992 -2.7294 -4.4420
H18 -0.4700 1.2945 -4.1650
H19 -1.8201 0.6463 -5.0411
H20 -0.2158 -0.0862 -5.3133
C11 -2.5490 2.4754 3.3059
S3 -4.1718 1.7428 3.0454
O9 -3.9916 0.2715 2.9381
C12 -4.8364 2.0910 4.6811
H21 -2.0172 2.4724 2.3538
H22 -1.9584 1.9326 4.0435
H23 -2.6830 3.5166 3.5980
H24 -5.9077 2.2520 4.6063
H25 -4.4618 3.0852 4.9681
H26 -4.4514 1.4532 5.4727
C13 -4.2787 -0.5420 -0.3175
S4 -4.3990 -2.3423 -0.3780
O10 -4.6108 -2.7286 -1.7990
C14 -2.6459 -2.6567 -0.0384
H27 -5.2568 -0.1777 -0.6186
H28 -3.4327 -0.2066 -0.9163
H29 -4.0705 -0.2414 0.7136
H30 -2.4915 -2.6987 1.0401
H31 -2.0057 -1.9120 -0.5096
H32 -2.4492 -3.6334 -0.4789

[3]
DFT (ωB97M-V/def2-TZVPD) results for a 5-piece molecular cluster, C14H33B3Cl8NO5P overall.

The energy is -5081.936208 Ha. The HOMO energy is -8.28 eV.

Element x y z (Å)
C1 -1.5177 -2.9760 4.6233
C2 -0.0236 -2.6893 4.4950
C3 0.5237 -2.9164 3.0627
B1 0.8103 -1.5928 2.2948
O1 1.9654 -1.3563 1.5817
B2 2.0400 -0.3763 0.6074
C4 3.2223 -0.3774 -0.4031
C5 3.0136 -1.5464 -1.4163
C6 2.7537 -1.1073 -2.8677
C7 1.3065 -1.2872 -3.3251
C8 0.7892 -2.7183 -3.2302
O2 -0.4926 -2.7021 -2.6229
C9 -1.0474 -3.9892 -2.3983
C10 -1.6617 -4.0341 -1.0154
O3 0.9795 0.5250 0.5316
B3 -0.0590 0.4733 1.4370
P1 -1.3337 1.9794 1.4424
N1 -2.6826 1.2147 2.2181
O4 -0.7596 2.8132 2.7698
O5 -0.1428 -0.5747 2.3083
H1 -2.1057 -2.1697 4.1802
H2 -1.8160 -3.0772 5.6680
H3 -1.7869 -3.9028 4.1119
H4 0.1529 -1.6543 4.8008
H5 0.5356 -3.3079 5.1990
H6 -0.2434 -3.4420 2.4785
H7 1.4033 -3.5611 3.0625
H8 4.1443 -0.5509 0.1576
H9 3.3337 0.5749 -0.9234
H10 3.8844 -2.2014 -1.3763
H11 2.1771 -2.1692 -1.0824
H12 3.0119 -0.0526 -2.9817
H13 3.4201 -1.6538 -3.5394
H14 0.6510 -0.6434 -2.7317
H15 1.2134 -0.9497 -4.3593
H16 1.4595 -3.3454 -2.6268
H17 0.7351 -3.1761 -4.2269
H18 -1.8028 -4.1937 -3.1656
H19 -0.2691 -4.7544 -2.4978
H20 -0.8918 -3.9564 -0.2453
H21 -2.2098 -4.9658 -0.8632
H22 -2.3564 -3.2023 -0.8892
H23 -3.3493 0.8650 1.5377
H24 -3.1705 1.8616 2.8273
H25 -0.1641 2.3199 3.3338
C11 2.1247 -0.5267 -7.4124
Cl1 0.5011 -1.2177 -7.2977
Cl2 3.3158 -1.4631 -6.4991
H26 2.4209 -0.5252 -8.4539
H27 2.0974 0.4757 -7.0026
C12 -0.9219 5.9145 4.0308
Cl3 -0.0198 6.5915 5.3968
Cl4 -0.7040 6.8599 2.5510
H28 -0.5687 4.9100 3.8379
H29 -1.9744 5.9243 4.2819
C13 -4.8330 6.0667 1.7524
Cl5 -6.2627 6.4817 2.7018
Cl6 -3.8546 4.8062 2.5197
H30 -5.1561 5.6976 0.7871
H31 -4.2132 6.9501 1.6562
C14 0.7617 3.4549 -1.6970
Cl7 1.6721 2.8784 -3.1077
Cl8 1.4348 4.9446 -1.0391
H32 -0.2579 3.6411 -2.0112
H33 0.7975 2.6829 -0.9366

[4]
DFT (ωB97M-V/def2-TZVPD) results for C14H33FN3O3PSi2 as an isolated structure in a non-equilibrium geometry.

The calculation puts the energy above the lowest of the compared OMol25 structures with the same formula, charge and spin at 835.1 kJ/mol. The energy is -1963.153262 Ha. The HOMO energy is -8.34 eV.

Element x y z (Å)
N1 7.3903 -3.3651 -0.8002
P1 7.1543 -4.9511 -1.1623
Si1 4.9921 -5.3293 -1.1805
F1 4.1902 -3.8442 -1.7049
O1 4.4732 -6.6655 -2.1959
Si2 3.1287 -7.4960 -1.3475
C1 1.5522 -6.3645 -1.3353
C2 0.6381 -6.3762 0.0432
C3 -0.7067 -5.4203 0.2000
C4 -1.1550 -4.4395 -1.0634
C5 -0.2640 -4.4736 -2.4478
C6 1.0755 -5.4125 -2.5878
H1 7.9300 -2.8962 -1.5831
H2 7.7884 -5.7485 -0.1129
H3 7.8201 -5.1586 -2.4377
H4 4.5878 -5.6534 0.1908
H5 3.5582 -7.6379 0.0601
H6 2.8369 -8.8155 -1.9043
H7 0.9462 -7.0755 0.9296
H8 -1.3305 -5.4232 1.1949
H9 -2.0972 -3.7423 -0.9706
H10 -0.6021 -3.8070 -3.3510
H11 1.7157 -5.4087 -3.5707
C7 -1.7975 2.1265 -0.0782
C8 -1.7128 1.0279 0.9768
C9 -0.8797 -0.1962 0.5292
O2 -1.5524 -1.0630 -0.3872
C10 -1.5210 -0.6278 -1.7377
N2 -3.0752 0.6369 1.3711
H12 -2.4992 1.8867 -0.8828
H13 -2.1473 3.0633 0.3757
H14 -0.8169 2.3194 -0.5248
H15 -1.2138 1.4602 1.8528
H16 -0.6782 -0.8075 1.4170
H17 0.0972 0.1047 0.1326
H18 -0.5845 -0.1201 -1.9874
H19 -2.3747 0.0222 -1.9404
H20 -1.6194 -1.5062 -2.3820
H21 -3.0137 -0.0232 2.1464
H22 -3.4630 0.0764 0.6056
C11 -2.4727 8.4231 2.1096
C12 -1.2550 7.5387 1.8606
C13 -1.4592 6.5116 0.7221
O3 -2.2625 5.3852 1.0823
C14 -3.6609 5.6219 1.0336
N3 -0.8775 6.8784 3.1200
H23 -3.2659 7.9058 2.6578
H24 -2.1912 9.2966 2.7128
H25 -2.8911 8.7909 1.1673
H26 -0.4325 8.1997 1.5610
H27 -0.4768 6.1000 0.4615
H28 -1.8454 6.9889 -0.1863
H29 -3.9371 6.3077 0.2270
H30 -4.0087 6.0031 1.9960
H31 -4.1634 4.6658 0.8605
H32 -0.0058 6.3692 2.9730
H33 -1.5649 6.1378 3.2916

[5]
DFT (ωB97M-V/def2-TZVPD) results for C14H33FeNO4P2S4 as an isolated structure.

Its net charge is -1. The calculation puts the energy above the lowest of the compared OMol25 structures with the same formula, charge and spin at 0.0 kJ/mol. The energy is -4448.262242 Ha. Its spin multiplicity is 6. The HOMO energy (alpha / beta) is -1.86 / -4.49 eV.

Element x y z (Å)
Fe1 0.2426 -1.1371 0.4515
C1 -0.1306 -1.0402 -4.0690
C2 -1.2372 -0.4304 -3.2382
O1 -2.2494 -1.4188 -3.0011
P1 -2.5901 -1.8306 -1.4753
S1 -3.3051 -0.2975 -0.4914
S2 -1.0557 -2.8461 -0.6878
O2 -3.6888 -2.9599 -1.7842
C3 -4.9678 -2.5714 -2.3016
C4 -6.0357 -2.8400 -1.2652
H1 0.6407 -0.2934 -4.2696
H2 -0.5172 -1.4157 -5.0179
H3 0.3216 -1.8663 -3.5202
H4 -1.7168 0.4069 -3.7496
H5 -0.8309 -0.0626 -2.2929
H6 -5.1278 -3.1623 -3.2057
H7 -4.9556 -1.5152 -2.5775
H8 -6.0249 -3.8901 -0.9710
H9 -7.0221 -2.5984 -1.6679
H10 -5.8535 -2.2266 -0.3834
O3 1.2292 -0.2432 -1.3211
S3 2.6159 -0.4990 -1.8695
C5 3.3512 -1.8898 -0.9634
C6 4.7173 -1.4267 -0.4715
C7 4.5161 0.0087 0.0095
C8 3.7431 0.7114 -1.1003
H11 3.3678 -2.7582 -1.6201
H12 2.6763 -2.0611 -0.1132
H13 5.4591 -1.4658 -1.2771
H14 5.0545 -2.0733 0.3386
H15 5.4655 0.5121 0.2009
H16 3.9472 0.0124 0.9416
H17 4.3946 1.0645 -1.9028
H18 3.1098 1.5327 -0.7676
C9 -1.4093 2.8109 -0.1020
C10 -1.4910 2.2223 1.3046
P2 -0.1680 0.9836 1.6083
C11 -0.3347 0.5491 3.3882
C12 -0.9897 1.5643 4.3217
C13 1.3664 1.9832 1.5103
C14 1.5523 3.1217 2.5057
H19 -2.2277 3.5119 -0.2784
H20 -1.4822 2.0196 -0.8492
H21 -0.4721 3.3489 -0.2572
H22 -2.4428 1.7019 1.4322
H23 -1.4428 3.0131 2.0582
H24 0.6821 0.2986 3.7041
H25 -0.8903 -0.3910 3.4118
H26 -0.4711 2.5230 4.3224
H27 -0.9856 1.1864 5.3464
H28 -2.0295 1.7498 4.0453
H29 1.4129 2.3528 0.4808
H30 2.1697 1.2559 1.6491
H31 0.7230 3.8337 2.4921
H32 2.4674 3.6749 2.2805
H33 1.6579 2.7276 3.5166
O4 3.0594 -0.1834 3.1194
S4 2.6948 -1.6143 2.7136
N1 1.5073 -1.6733 1.7098

[6]
DFT (ωB97M-V/def2-TZVPD) results for C14H33N2O7Zr as an isolated structure in a non-equilibrium geometry.

The energy is -1235.988493 Ha. Its spin multiplicity is 2. The HOMO energy (alpha / beta) is -7.49 / -8.85 eV.

Element x y z (Å)
Zr1 2.6123 1.2259 0.2549
C1 -0.7251 -1.3531 -1.1232
C2 0.7825 -1.5799 -1.0189
C3 1.3647 -1.8781 -2.3514
O1 1.5356 -0.7162 -0.2076
H1 -1.0064 -0.5727 -1.8302
H2 -0.9475 -1.1154 -0.0829
H3 -1.1987 -2.2599 -1.4994
H4 0.8460 -2.5740 -0.5764
H5 2.3840 -2.2530 -2.4436
H6 1.3917 -0.9636 -2.9439
H7 0.7610 -2.6008 -2.9003
C4 3.9564 1.4736 -2.2699
O2 4.0031 2.6190 -2.7023
O3 4.2815 1.1636 -1.1518
O4 2.8000 1.4062 -1.9193
C5 -3.9142 -0.9653 -4.7151
C6 -2.3905 -0.6974 -4.6599
C7 -1.6563 -2.0278 -4.8882
O5 -0.2342 -1.8257 -5.0086
C8 0.4047 -2.9139 -5.6203
N1 -2.0597 0.2593 -5.7485
H8 -4.1094 -1.5908 -5.5862
H9 -4.4554 -0.0343 -4.8837
H10 -4.3220 -1.4801 -3.8451
H11 -2.1476 -0.2640 -3.6898
H12 -2.1280 -2.5133 -5.7426
H13 -1.9338 -2.7541 -4.1243
H14 1.2390 -2.4002 -6.0980
H15 -0.2237 -3.1674 -6.4742
H16 0.6762 -3.8032 -5.0516
H17 -2.4230 -0.1072 -6.6167
H18 -1.0695 0.0689 -5.8061
C9 0.5691 -2.0077 3.7479
O6 0.5651 -0.6419 4.0386
C10 -0.5199 -0.0481 3.3481
C11 -0.5730 1.3852 3.9809
N2 0.7287 2.0440 3.6984
C12 0.6973 3.5048 4.0635
C13 0.2658 3.7029 5.5189
O7 0.7297 2.6045 6.3397
C14 1.1554 2.8783 7.6492
H19 1.2775 -2.5119 4.4053
H20 1.0068 -2.0574 2.7509
H21 -0.3333 -2.6006 3.8973
H22 -1.5059 -0.4404 3.5970
H23 -0.2411 -0.1643 2.3008
H24 -0.6928 1.4003 5.0642
H25 -1.3412 2.0145 3.5315
H26 0.6498 1.9755 2.6938
H27 0.0598 4.0601 3.3755
H28 1.6886 3.9472 3.9643
H29 -0.8195 3.6028 5.5283
H30 0.5355 4.6626 5.9598
H31 0.3245 2.8671 8.3546
H32 1.6940 3.8246 7.6988
H33 1.9856 2.1924 7.8179

[7]
DFT (ωB97M-V/def2-TZVPD) results for a 6-piece molecular cluster, C14H33O10PS overall in a non-equilibrium geometry.

The calculation puts the energy above the lowest of the compared OMol25 structures with the same formula, charge and spin at 672.9 kJ/mol. The energy is -2044.947325 Ha. The HOMO energy is -9.27 eV.

Element x y z (Å)
O1 1.2538 1.8504 3.8936
C1 0.7682 0.6546 3.4673
O2 -0.5507 0.1266 3.9423
C2 -0.8566 -1.0866 3.1288
O3 -2.0212 -1.7847 3.1075
C3 0.4983 -1.5117 2.2486
P1 0.8163 -3.0748 1.1943
O4 2.3831 -3.7321 1.5862
O5 0.6332 -2.7671 -0.5161
C4 1.4988 -0.4286 2.4552
S1 3.2461 -0.1743 1.8290
H1 2.9925 -3.0521 2.0032
H2 -0.3373 -2.9381 -0.7738
H3 3.2141 0.5454 0.6146
C5 -4.2336 0.6866 4.6350
C6 -4.0014 1.9572 3.8438
O6 -2.7264 2.4978 4.1576
H4 -4.1752 0.8867 5.7100
H5 -5.2145 0.2596 4.4079
H6 -3.4636 -0.0577 4.4074
H7 -4.7599 2.7059 4.0905
H8 -4.0453 1.7629 2.7677
H9 -2.0594 1.8285 3.9270
C7 -3.1440 0.3466 -2.4178
C8 -2.0432 -0.3812 -1.6744
O7 -1.5334 -1.4374 -2.4751
H10 -3.9553 -0.3423 -2.6747
H11 -3.5508 1.1613 -1.8121
H12 -2.7678 0.7607 -3.3589
H13 -2.4283 -0.8120 -0.7455
H14 -1.2222 0.2983 -1.4253
H15 -1.1862 -1.0433 -3.2937
C9 1.4741 -0.3214 -5.0217
C10 2.3262 0.4560 -4.0401
O8 1.6490 0.5745 -2.7976
H16 0.5118 0.1778 -5.1755
H17 1.9802 -0.4178 -5.9864
H18 1.2553 -1.3228 -4.6366
H19 2.5241 1.4631 -4.4185
H20 3.2850 -0.0438 -3.8710
H21 1.4854 -0.3251 -2.4659
C11 0.9070 5.9671 3.0073
C12 -0.2314 5.2811 2.2810
O9 0.2829 4.3187 1.3722
H22 1.5776 6.4583 2.2946
H23 0.5274 6.7154 3.7087
H24 1.5087 5.2385 3.5604
H25 -0.8169 6.0093 1.7121
H26 -0.8993 4.7765 2.9860
H27 0.7940 3.6719 1.8883
C13 2.7206 -5.2627 -2.7144
C14 2.2628 -4.0914 -3.5586
O10 2.9285 -4.1079 -4.8128
H28 3.8031 -5.2221 -2.5548
H29 2.2198 -5.2619 -1.7421
H30 2.5085 -6.2107 -3.2195
H31 2.4963 -3.1458 -3.0605
H32 1.1832 -4.1320 -3.7336
H33 2.7079 -4.9479 -5.2508

[8]
DFT (ωB97M-V/def2-TZVPD) results for C14H34BCoF2N4OS as an isolated structure.

The energy is -2853.647405 Ha. The HOMO energy (alpha / beta) is -7.30 / -7.30 eV.

Element x y z (Å)
Co1 0.4685 0.0577 0.1677
C1 -2.1666 -0.4535 -1.2178
N1 -1.6678 -0.0148 0.0979
C2 -2.2523 1.2975 0.4128
C3 -2.1293 -1.0030 1.1072
C4 -1.1713 -1.0955 2.2716
N2 0.1693 -1.4047 1.7692
C5 1.1516 -1.3253 2.8664
C6 0.2471 -2.7593 1.2057
H1 -3.2442 -0.6496 -1.1691
H2 -1.6544 -1.3668 -1.5209
H3 -1.9881 0.3162 -1.9639
H4 -3.3480 1.2481 0.3721
H5 -1.8987 2.0329 -0.3028
H6 -1.9473 1.5969 1.4124
H7 -2.2042 -1.9744 0.6220
H8 -3.1375 -0.7464 1.4512
H9 -1.5176 -1.8578 2.9847
H10 -1.1119 -0.1440 2.7981
H11 0.8837 -2.0326 3.6631
H12 1.1746 -0.3176 3.2652
H13 2.1364 -1.5687 2.4748
H14 -0.0679 -3.5067 1.9456
H15 1.2764 -2.9548 0.9146
H16 -0.3749 -2.8595 0.3173
C7 -0.3339 2.7404 3.0625
O1 0.3082 1.6185 2.4894
C8 0.8697 1.7058 1.1957
C9 0.7802 3.0771 0.5703
H17 -0.5369 2.4749 4.0990
H18 -1.2809 2.9864 2.5720
H19 0.3012 3.6269 3.0505
H20 1.3119 3.8145 1.1812
H21 -0.2422 3.4342 0.4314
H22 1.2642 3.0653 -0.4011
C10 7.0980 -0.1728 -2.1691
C11 6.2225 -0.2830 -0.9326
N3 4.8196 -0.0686 -1.2786
C12 3.8846 0.2448 -0.2841
S1 2.5448 -0.9120 -0.2087
N4 3.9387 1.2391 0.5040
C13 4.9268 2.2864 0.3365
C14 5.8417 2.3764 1.5529
H23 8.1451 -0.3478 -1.9187
H24 7.0033 0.8185 -2.6133
H25 6.8017 -0.9074 -2.9203
H26 6.5224 0.4584 -0.1972
H27 6.3578 -1.2666 -0.4643
H28 4.4633 -0.8007 -1.8756
H29 1.9137 1.3775 1.2508
H30 4.3742 3.2285 0.2556
H31 5.5096 2.1875 -0.5862
H32 5.2472 2.5526 2.4498
H33 6.5614 3.1897 1.4439
H34 6.3923 1.4459 1.7018
F1 1.5284 0.9141 -2.4976
B1 0.5721 1.0408 -1.5745
F2 -0.3978 1.8958 -2.0073